# 1
The following is a quantum chemistry calculation of a 2-piece molecular cluster, C3H8N2O overall, from the Open Molecules 2025 dataset.

Properties
E_HOMO: -0.286 Eh
structure (SMILES): C=CN.NC=O
total charge: 0

Last column: Mulliken charge in e.
Atoms and positions in Å:
C -2.3015 -2.3928 0.7483  -0.824
C -2.0798 -1.0674 0.6719  0.089
N -0.8499 -0.5039 0.4046  -0.442
H -1.4371 -3.0412 0.8108  0.270
H -3.3040 -2.7487 0.5720  0.230
H -2.9556 -0.4305 0.5727  0.245
H -0.7042 0.4690 0.3243  0.243
H -0.2413 -1.0854 -0.1281  0.185
N 2.2488 1.5835 0.3351  -0.338
C 1.9132 1.3323 -0.9556  0.096
O 0.8284 0.9627 -1.3342  -0.504
H 3.0102 2.1517 0.6519  0.203
H 1.9063 1.0595 1.1193  0.221
H 2.7404 1.3656 -1.6953  0.327

Cartesian forces (eV/Å) of the 6 atoms listed first:
0.425 1.039 -0.074
-0.540 -0.620 -1.083
-0.318 -0.887 1.109
-0.210 -0.370 -0.123
0.029 -0.291 0.477
0.192 0.298 0.285

# 2
The following is a quantum chemistry calculation of an isolated ion of composition C5H10N and charge +1, from the Open Molecules 2025 dataset.

Properties
E_HOMO: -0.567 Eh
structure (SMILES): C=CC(=[NH2+])CC
total charge: +1

Last column: Mulliken charge in e.
Atoms and positions in Å:
C -2.5412 -0.4529 0.1644  -0.832
C -1.2549 -0.6519 -0.1713  -0.112
C -0.1950 0.3386 -0.2663  1.016
N -0.3781 1.5736 0.0954  -0.283
C 1.1400 -0.0894 -0.7325  -0.747
C 1.9757 -0.4797 0.5067  -1.002
H -3.2386 -1.2761 0.1616  0.276
H -2.9495 0.5110 0.4347  0.205
H -0.9440 -1.6536 -0.4413  0.293
H -1.2609 1.8838 0.4844  0.194
H 0.3668 2.2563 0.0078  0.264
H 1.0652 -0.9533 -1.3936  0.322
H 1.6492 0.7210 -1.2577  0.366
H 1.5130 -1.2964 1.0539  0.351
H 2.0946 0.3668 1.1781  0.337
H 2.9576 -0.7978 0.1759  0.352

Cartesian forces (eV/Å) of the 6 atoms listed first:
0.839 0.184 -0.167
-0.590 -0.380 0.092
-0.453 0.203 0.011
-0.006 -0.101 -0.029
0.432 0.010 0.097
-0.071 -0.002 -0.030

# 3
The following is a quantum chemistry calculation of a 2-piece molecular cluster, C12H13FNO3 overall, from the Open Molecules 2025 dataset.

Properties
E_HOMO: -0.100 Eh
total charge: -1

Last column: Mulliken charge in e.
Atoms and positions in Å:
C 4.7214 1.0373 -0.0803  -0.868
C 4.0208 -0.2416 -0.7735  -0.523
C 3.4501 -1.3208 0.2988  0.035
F 3.9458 -2.6272 -0.0695  -0.351
N 1.9710 -1.2459 0.3992  0.134
C 1.1594 -1.9140 -0.6170  0.205
O 1.4173 -2.8127 -1.4539  -0.585
C -0.3048 -1.3048 -0.6434  0.277
C -1.6197 -1.7814 -1.2839  -0.372
C -2.8709 -0.8618 -1.0506  -0.407
C -2.7063 0.4703 -0.2448  -0.248
C -1.3483 0.9278 0.3912  -0.619
C -0.1384 -0.0083 0.1948  0.319
C 1.3644 0.0597 0.6928  0.279
O 1.8631 1.0561 1.2640  -0.569
H 4.5453 0.9508 1.0499  0.260
H 4.1501 1.9805 -0.4150  0.206
H 5.8212 1.1356 -0.3641  0.282
H 4.8281 -0.7396 -1.4301  0.400
H 3.1943 0.1075 -1.4963  0.303
H 3.9384 -1.0941 1.3208  0.314
H -1.6374 -2.7563 -1.8648  0.355
H -3.8769 -1.1952 -1.4800  0.341
H -3.6372 1.1249 -0.1167  0.400
H -1.2325 1.8966 0.9718  0.397
C -6.1707 1.8446 1.3493  -0.705
O -4.9873 2.3220 0.9563  -0.849
H -6.1688 1.1061 2.1811  0.198
H -6.9143 2.5809 1.7246  0.219
H -6.7772 1.3029 0.5897  0.174

Cartesian forces (eV/Å) of the 6 atoms listed first:
-1.210 0.080 0.045
0.677 -0.060 -0.517
2.037 0.951 -0.445
-1.435 1.913 0.699
-0.156 0.160 -1.482
-2.623 -1.783 -2.839

Looking at orbital gap for the records above, in order, we have 8.601 10.076 4.482 eV.
Looking at relative energy (zero: lowest compared OMol25 entry of this formula, charge and spin) for the records above, in order, we have 1.8688 0.0046 5.4844 eV.